# 1
# C4H9NO3P

C4H9NO3P as an isolated structure in a non-equilibrium geometry (ωB97M-V/def2-TZVPD, the OMol25 dataset).

Geometry as XYZ:
```
18
Properties=species:S:1:pos:R:3:forces:R:3:nbo_charge:R:1
C -0.36368 0.40409 0.82558 2.625 0.898 -2.589 -0.21
H -3.42539 0.72206 -0.68130 -0.820 -0.834 0.004 0.15
H -2.23488 1.91057 -0.85958 1.641 1.775 -0.320 0.18
H -2.88837 -1.34261 -0.14586 -0.960 -0.928 -0.387 0.15
H -0.03216 1.51236 1.05380 -1.048 -2.270 -0.708 0.23
H 0.39127 -1.31362 -0.52978 0.290 -0.059 -0.544 0.20
H -1.86118 -1.66561 1.41833 -0.109 0.824 -1.021 0.18
N -1.68443 0.14566 0.27187 4.166 3.005 1.811 -0.48
C 0.84737 -0.32520 -0.54692 -0.692 1.287 3.922 -0.77
P 2.62515 -0.14604 0.12085 -1.049 1.615 0.335 2.30
H 0.67903 0.30623 -1.40791 -0.219 -0.094 -0.226 0.20
C -2.45308 1.01906 -0.39281 -2.098 0.096 -0.644 -0.23
H 3.56384 0.31949 -1.61394 0.377 0.700 -0.566 0.48
O 3.52192 -0.55463 -1.24227 -0.594 -0.755 1.172 -1.01
H -0.23937 -0.24032 1.69619 0.290 0.205 -0.132 0.20
C -2.10594 -1.07133 0.50186 -1.587 -3.983 1.330 -0.21
O 2.82818 1.37439 0.23221 -0.196 -1.773 -0.190 -1.21
O 2.83174 -1.05456 1.29967 -0.016 0.291 -1.248 -1.16
```
Positions in Å, forces in eV/Å.

Summary:
- multiplicity = 3
- E_HOMO (alpha / beta) (eV) = -2.39 / -5.09
- charge = -1
- Kohn-Sham gap (alpha / beta) (eV) = 5.92 / 7.75

=====

# 2
# C36H64O30

A 10-piece molecular cluster, C36H64O30 overall in a non-equilibrium geometry (ωB97M-V/def2-TZVPD, the OMol25 dataset).

Geometry as XYZ:
```
130
Properties=species:S:1:pos:R:3:forces:R:3:mulliken_charge:R:1
H -13.04865 -12.11931 12.37609 0.475 0.073 0.644 0.11
C -8.62151 -6.88300 17.21420 0.713 -0.325 -0.932 0.24
O -13.85446 -6.99504 20.84758 -0.122 0.403 1.910 -0.30
H -10.42167 -10.72668 22.30674 -0.260 -0.522 -0.352 0.33
O -14.20766 -11.35698 14.75760 -1.738 2.159 0.648 -0.36
C -13.52485 -12.89846 12.97130 -0.233 -0.131 1.155 -1.17
H -13.15804 -4.77099 19.86033 0.098 0.405 -0.319 0.38
C -12.36645 -12.56337 15.28607 0.573 0.399 -0.728 -0.47
H -14.83030 -8.74055 21.53997 0.725 -0.221 -0.296 0.37
H -12.91994 -13.80516 12.97965 0.076 -0.026 -0.495 0.39
H -4.27194 -1.62879 17.40783 -0.077 0.150 0.147 0.32
H 2.43725 -8.90385 18.46479 -0.232 -0.207 -0.286 0.29
H -8.52815 -4.68291 13.04244 0.423 0.013 -0.265 0.49
O -4.44640 -7.76673 14.97544 1.336 -2.107 1.413 -0.44
C -13.00253 -9.43967 11.60135 -0.385 -0.586 -1.013 -1.58
C -5.69702 -5.05205 13.45650 -1.367 1.097 -0.391 -0.43
C -10.19016 -8.01935 20.93653 -3.224 4.616 3.354 0.70
H -10.89699 -8.78591 17.53298 -0.644 -0.175 -0.250 0.30
O -6.23151 -6.29222 21.22442 -0.073 -4.283 3.098 -0.23
H -6.57100 -6.38021 12.00994 -0.935 0.394 -0.307 0.43
H -1.78745 -6.82875 16.62012 -0.219 0.197 -0.131 0.32
O -6.48863 -2.11689 15.76486 -1.445 1.933 1.159 -0.61
H -6.21116 -5.54125 16.30047 0.419 0.005 0.032 0.07
O -13.61097 -6.39348 18.70758 -0.174 -1.179 0.080 -0.31
C -0.01393 -7.57512 18.47930 -0.525 1.650 -0.363 0.69
H -7.61588 -3.67470 20.01860 -0.703 -0.344 -1.138 0.34
H -14.44014 -13.08716 12.41030 -0.306 -0.234 0.554 0.37
C -6.86258 -1.27676 16.59395 0.435 -1.174 -1.356 0.87
C -11.52585 -9.48513 11.30612 -1.565 1.265 -0.633 0.61
H -8.67800 -10.35579 20.80095 0.082 -0.138 -0.294 0.30
C -10.71627 -7.94346 16.86536 -0.865 -0.906 1.394 -0.50
C -4.71138 -12.67865 16.08744 0.482 -2.014 -0.812 0.64
H -4.78198 -15.13355 16.91721 -0.113 0.432 -0.623 0.40
H -11.25067 -9.29677 10.26839 -0.656 -0.507 -0.451 0.20
O -9.05748 -11.44634 12.48685 -0.859 1.699 0.208 -0.63
O -7.11163 -7.89546 22.49244 2.111 1.959 -2.506 -0.24
H -10.54061 -7.54701 11.41442 0.721 -0.373 -0.082 0.44
C -7.79440 -8.40766 23.54771 -1.943 -0.825 1.544 -0.74
O -9.59826 -8.70571 20.07348 2.256 -0.849 -3.388 0.05
H -7.20751 -8.51370 24.46008 -0.073 0.121 -0.049 0.39
O -13.98974 -9.71749 16.38556 1.593 -3.966 -2.405 -0.57
H -5.34033 -2.88219 18.07154 -0.085 -0.142 -0.536 -0.13
H -5.94595 -4.36889 21.61937 0.969 0.267 -0.061 0.42
C -10.74408 -10.22187 21.39607 0.748 0.997 0.509 -0.37
H -10.87432 -7.04308 15.15792 0.061 -0.181 -1.309 0.50
C -7.66900 -4.59809 20.59535 -0.114 0.997 -0.747 -1.02
H -12.24909 -13.37252 16.00690 0.176 -0.044 -0.325 0.23
C -5.11036 -1.81675 18.07852 0.053 -1.249 0.185 -0.22
H -7.12259 -16.23218 17.20801 0.475 0.072 0.650 0.38
H -9.71646 0.01633 15.57518 0.449 0.396 0.619 0.26
H -11.08400 -7.05405 17.37705 0.118 0.059 -0.109 0.18
O -7.91016 -0.41131 16.58004 1.121 0.569 0.079 -0.33
H -5.40219 -4.43966 12.60436 0.560 -0.127 0.174 0.38
H -4.88092 -1.66250 19.13287 0.043 0.792 -0.242 0.26
H -8.20677 -4.18715 21.44977 0.693 -0.486 0.878 0.46
H -8.41173 -5.63090 14.50020 0.594 -0.020 0.145 0.06
O 0.50087 -8.63388 19.12689 -1.501 -0.407 -0.290 -0.30
H -2.26068 -6.02200 18.10883 -0.121 -0.071 0.169 0.30
C -6.64360 -6.63509 22.53410 0.107 3.617 2.612 0.60
C -5.65669 -14.55071 17.20579 0.039 -0.322 2.148 -0.29
C -5.04035 -7.01578 14.31736 -1.528 1.516 -1.046 0.47
H -5.58141 -14.37205 18.27842 0.374 -0.654 0.357 0.21
H -6.54318 -5.53913 18.02404 -1.098 0.346 -0.113 -0.25
H -5.49030 -4.86905 19.97545 -0.444 -0.324 -0.186 0.40
H -12.22848 -4.90948 18.28119 -0.791 0.099 -0.232 0.25
O -9.30909 -7.95308 16.77744 1.844 0.732 0.162 0.19
H -8.84542 -1.45969 15.29389 -0.559 -0.037 -1.038 0.20
C -13.57286 -10.74760 15.79983 -2.895 4.518 1.228 0.66
H -13.29852 -9.70562 12.61612 0.500 0.244 0.217 0.27
O -5.01779 -11.43160 15.83805 0.682 1.369 -0.911 -0.29
H -13.44288 -10.21599 10.97565 -0.449 0.200 -0.147 0.44
H -6.15888 -4.39089 14.18975 0.350 0.195 0.264 0.12
O -12.44852 -11.34629 16.02230 1.329 -0.485 1.256 -0.19
H 2.20062 -7.68841 19.64476 0.139 0.016 0.286 0.31
H -8.72080 -7.85157 23.69140 0.173 0.462 0.552 0.35
H -12.30365 -8.05573 15.29971 -0.086 0.081 0.663 0.50
H -7.07026 -11.33214 16.49420 0.488 -0.461 0.304 0.24
H -5.43086 -6.58890 17.58068 0.130 -0.901 -1.009 0.03
H -11.51730 -12.41520 14.61893 0.187 -0.568 0.063 0.22
O -7.31122 -7.10424 16.89805 -2.316 -2.303 0.062 0.41
O -11.00795 -10.73348 11.67658 -0.459 -0.467 0.020 -0.34
C -6.33397 -10.82775 15.86845 -0.634 -0.355 0.778 -0.32
C -10.76348 -8.41871 12.02970 0.167 -1.154 1.369 -0.28
O -1.35512 -7.89473 18.28647 1.744 -0.009 0.732 -0.23
H -11.79800 -5.82497 19.63283 -0.220 -0.526 0.148 -0.04
C -12.67819 -5.42336 19.13077 0.902 0.589 1.074 -0.27
H -8.88452 -6.41126 13.03545 -0.150 0.054 -0.085 -0.40
O -6.22299 -7.19738 13.75545 -2.561 -1.933 0.173 -0.18
O -4.65196 -5.78902 14.04046 1.351 2.040 -0.400 -0.34
C -6.35553 -6.18623 17.16722 1.523 2.597 1.385 0.02
O -10.31929 -6.78819 21.04664 1.008 -3.290 -0.629 -0.74
C -11.22586 -8.02953 15.46030 -0.358 0.507 -0.055 -1.59
C -14.19164 -7.94213 21.91778 0.372 -0.577 -0.007 -0.60
H -8.29229 0.01442 14.49762 0.475 0.289 0.411 0.28
O -14.68002 -8.31871 19.18929 1.576 2.400 1.060 -0.59
H -9.85291 -10.62255 19.44537 0.263 0.009 0.096 0.25
H -7.75124 -14.58619 17.49321 -0.087 -0.134 -0.012 0.23
H -10.82456 -8.87927 14.90803 0.476 0.269 0.046 0.24
C 1.86525 -8.68768 19.36711 2.144 1.454 -0.414 -0.68
H -8.27746 -5.45210 20.29778 -0.052 0.478 -0.978 0.06
H -6.23492 -9.83744 16.31295 0.292 0.036 -0.568 0.09
C -2.22153 -6.98885 17.60706 1.019 0.623 -0.838 -0.48
H 2.21861 -9.39397 20.11837 -1.019 -0.124 0.112 0.25
C -9.82351 -10.53528 12.25385 1.014 -2.225 -0.319 0.62
C -13.70366 -12.59641 14.50863 1.763 -1.917 -1.299 0.49
H -13.26260 -8.19507 22.42868 0.393 -0.779 -0.987 0.09
C -14.06555 -7.31536 19.58521 -1.943 -2.367 -1.692 0.85
C -6.99129 -15.17461 16.97908 -0.923 -0.468 -1.151 -1.05
C -6.77057 -6.06717 13.03477 1.703 0.145 0.899 0.35
H -11.24569 -8.04641 12.93357 -0.045 -0.134 0.023 0.09
O -10.82073 -8.84002 21.81409 -1.085 -0.165 0.592 -0.40
H -8.19044 -9.36619 23.21232 0.508 -0.348 0.114 0.16
H -14.24361 -13.39585 15.01601 -0.860 0.100 -0.407 0.30
O -9.65033 -9.24713 12.44212 2.008 2.214 0.772 -0.17
H -7.23163 -15.17574 15.91590 -0.041 0.375 -0.203 0.29
O -5.73801 -13.21471 16.76708 0.370 -0.076 -0.734 -0.25
O -6.25886 -1.06554 17.73472 0.169 0.717 1.168 -0.34
C -8.71499 -0.38484 15.41958 -0.597 -2.366 -0.623 -0.56
O -9.06681 -5.88826 17.70363 -0.055 0.149 0.189 -0.62
H -3.20978 -7.42346 17.45684 0.299 -0.268 0.406 0.06
O -3.70780 -13.30285 15.72030 -2.117 1.985 1.028 -0.64
C -6.21892 -5.00206 20.77516 -1.198 2.414 2.589 -0.34
H -6.82517 -10.83304 14.89542 0.692 0.284 -0.304 0.36
O 0.57573 -6.52391 18.18319 -1.740 -2.880 0.573 -0.57
O -6.62584 -5.88538 23.60287 -0.014 -3.667 -5.718 -0.62
C -9.64364 -10.08812 20.37202 0.627 -1.069 -0.300 -0.46
C -8.20993 -5.65101 13.42924 0.245 -1.251 -0.447 -0.41
H -14.69454 -7.65359 22.84078 -0.785 1.834 -0.716 0.30
H -11.64986 -10.63187 20.94935 -0.295 0.403 0.395 0.29
H -13.42050 -8.46786 11.33870 -0.065 -0.059 -0.021 0.43
```
Positions in Å, forces in eV/Å.

Summary:
- structure (SMILES) = C[C@H]1COC(=O)O1.C[C@H]1COC(=O)O1.C[C@H]1COC(=O)O1.CCOC(=O)OC.CCOC(=O)OC.CCOC(=O)OC.COC(=O)OC.COC(=O)OC.COC(=O)OC.O=C1OCCO1
- E_HOMO (eV) = -10.17
- Kohn-Sham gap (eV) = 10.25

=====

# 3
# C42H29Cl3N11O2S2Zr

C42H29Cl3N11O2S2Zr as an isolated structure in a non-equilibrium geometry (ωB97M-V/def2-TZVPD, the OMol25 dataset).

Geometry as XYZ:
```
90
Properties=species:S:1:pos:R:3:forces:R:3:mulliken_charge:R:1
H -5.16454 -0.10773 1.16198 -0.006 0.003 0.007 0.48
H 4.59961 2.44085 -5.69756 -0.002 0.002 -0.003 0.39
C -1.92963 -6.07918 -2.97215 0.000 -0.006 -0.014 -0.70
C 3.12681 2.80735 1.39572 0.016 0.003 -0.192 -0.20
N 0.51628 -1.59287 -3.25226 0.072 0.139 -0.033 -0.25
H 4.43198 4.35129 4.65831 0.002 0.001 -0.001 0.39
H 0.02789 3.39874 4.18020 0.003 -0.008 -0.012 0.30
Cl -1.17209 -0.01334 -5.96427 -0.008 -0.012 -0.012 -0.06
C -3.25372 -0.25595 0.22177 -0.002 -0.478 -0.107 0.09
C 0.22148 -1.70373 5.05607 -0.037 -0.005 -0.006 -0.31
C -0.96195 2.61942 2.42084 0.013 -0.096 -0.082 0.93
C -0.74043 -2.65344 1.57160 -0.155 0.117 -0.014 1.58
H 2.89828 2.38496 4.76446 -0.003 -0.007 0.001 0.53
H 0.87105 -0.95632 5.49181 0.005 0.003 0.003 0.54
H 4.29473 4.28135 0.35936 0.007 0.000 -0.004 0.54
C 2.08116 0.16950 -3.85815 0.122 0.032 -0.138 0.68
C 3.63029 2.07081 -3.84506 -0.119 -0.054 0.168 -0.39
O 0.64556 -2.50694 1.32322 0.180 -0.001 -0.228 -0.45
C -0.74675 -3.59959 -2.84016 0.040 0.060 -0.100 -0.08
H 1.91575 -0.92015 -5.72761 -0.002 -0.009 0.003 0.47
H -3.83826 -2.00125 2.76452 -0.024 -0.017 0.009 0.28
O -2.84998 1.31217 -1.30749 0.055 -0.016 -0.052 -0.66
H 5.11893 5.28051 2.49073 0.002 -0.001 0.005 0.40
H -4.74522 1.22129 0.05433 -0.015 -0.003 -0.001 0.43
N -0.47884 2.16297 -3.19766 -0.097 -0.048 -0.216 -0.28
H -0.47784 -3.71422 -4.96652 0.004 0.000 -0.007 0.57
C 0.88408 -0.81944 2.80676 -0.036 -0.067 -0.045 0.96
C 3.20512 2.80877 3.81702 -0.026 -0.006 -0.019 -0.04
C -0.03312 4.72844 1.43932 -0.010 0.016 0.041 -1.59
H -2.10172 -4.32953 3.41250 0.000 -0.001 -0.005 0.54
C 2.38611 -0.09031 -5.21533 -0.106 -0.034 0.176 0.26
H -1.89679 -4.21512 5.88371 0.000 0.000 0.006 0.42
C -1.46506 -5.45254 -4.13159 -0.007 -0.015 -0.008 -0.64
C -0.91693 -3.31440 -0.56090 0.069 -0.066 -0.005 -0.26
C 1.25168 -0.47787 -2.92300 -0.099 -0.228 0.088 -1.28
C 2.70935 1.23381 -3.17073 0.124 0.027 -0.160 0.59
N 1.01941 -1.17196 1.52310 -0.146 -0.286 0.185 -0.54
S -1.48114 0.95656 2.24659 0.193 0.295 -0.048 -0.18
C -1.46505 -3.58744 3.87704 -0.008 0.016 0.017 -0.49
C -4.68679 0.14811 0.21923 0.034 0.065 0.150 -1.97
H -0.43099 -2.52674 6.92673 -0.001 -0.005 0.002 0.41
Cl 0.17621 2.44782 -6.71735 -0.024 -0.002 -0.010 -0.09
C -0.54083 3.31321 1.35252 0.091 0.068 0.039 0.58
S -0.42690 2.65036 -0.27841 -0.155 0.102 -0.317 -0.37
C -0.74705 -2.71622 3.08802 -0.011 -0.034 -0.036 0.05
N 1.35408 0.32606 3.27138 0.080 -0.003 -0.022 -0.44
C 0.12372 -1.76882 3.67922 0.033 -0.009 0.033 0.27
N 1.60655 1.09765 1.02636 0.340 -0.246 -0.284 0.52
H -4.65056 -2.28306 1.21633 -0.010 -0.006 -0.002 0.56
H -0.11973 5.13159 2.44840 0.002 0.011 -0.005 0.41
C -1.34154 -3.52221 5.26375 -0.019 -0.024 -0.015 -0.80
N 1.35917 0.13506 -1.70564 -0.218 0.221 -0.062 0.13
N -1.45187 -1.42986 1.12952 -0.122 -0.452 -0.366 0.56
H -1.43819 2.48134 4.50620 -0.005 -0.004 -0.004 0.44
H 1.01827 4.77581 1.14218 -0.001 0.000 -0.001 0.20
C 2.46232 2.00009 0.36048 -0.083 -0.025 0.269 -0.27
H -2.39287 -7.05525 -3.04682 -0.001 -0.001 -0.001 0.39
H 3.52990 0.55290 -6.88589 0.003 -0.001 -0.001 0.40
C -1.07784 1.72924 -5.69624 0.067 -0.027 0.029 0.78
C 3.28009 0.72539 -5.84547 0.117 0.155 -0.004 -0.84
N -1.15890 -3.68243 0.66808 0.009 -0.053 0.046 -0.80
H -5.21712 -0.34665 -0.59791 -0.019 0.008 0.002 0.33
C -0.74292 1.97185 -4.29652 0.028 0.020 0.008 -0.26
C 2.74155 2.28109 2.62383 -0.068 -0.055 0.064 0.22
C 4.45104 4.42791 2.51286 -0.001 0.007 0.012 -0.62
N 2.74587 2.02776 -0.88284 -0.030 -0.102 -0.193 -0.42
N -2.38225 0.27588 -0.54887 -0.191 -0.051 0.035 0.59
C -0.51290 -2.58048 5.84858 0.031 0.029 0.017 -0.74
C -1.20590 -4.22025 -1.69390 -0.039 -0.018 0.058 -0.01
H 4.10423 2.88792 -3.31664 0.002 0.004 0.006 0.55
H -2.13733 -5.94746 -0.82097 -0.001 0.001 0.007 0.54
C 1.83512 1.15809 2.33130 0.078 0.010 0.080 -0.52
Zr -0.08998 -0.05110 -0.02420 0.336 1.112 1.404 -0.11
C -0.85780 -4.20538 -4.08038 -0.002 -0.006 0.054 0.00
C 4.06026 3.89987 3.74672 0.024 0.025 0.001 -0.73
H -0.58447 5.38059 0.75675 -0.005 -0.011 -0.009 0.31
N -0.36018 -2.13866 -1.06249 -0.036 -0.043 -0.107 0.52
C -0.14350 -2.31522 -2.42810 -0.071 -0.092 0.095 -0.27
H -2.13781 2.01509 -1.12909 -0.055 -0.038 -0.074 0.28
C -3.68961 -2.30418 1.72519 0.061 0.000 0.032 -2.11
C -0.98453 3.19312 3.81850 -0.050 0.041 0.055 -1.86
H -3.29974 -3.31822 1.69967 0.007 0.009 0.013 0.35
C 2.25262 1.19173 -1.84123 0.054 0.092 0.217 -0.96
Cl -2.64789 2.48432 -6.04578 -0.030 0.011 -0.013 -0.14
C 3.89756 1.81508 -5.15893 -0.025 -0.107 -0.147 -0.64
C 3.99703 3.88254 1.32012 -0.010 -0.029 0.026 -0.06
C -2.72485 -1.36037 1.07664 -0.146 0.191 -0.260 1.02
H -1.57779 -5.95503 -5.08462 -0.002 -0.003 0.001 0.40
C -1.79786 -5.47068 -1.73104 0.019 0.014 -0.026 -0.17
H -1.55352 4.12527 3.87023 0.015 0.004 0.001 0.45
```
Positions in Å, forces in eV/Å.

Summary:
- E_HOMO (eV) = -3.48
- charge = -1
- Kohn-Sham gap (eV) = 5.15